Formula: C14H18BBr30ClN2O3PS
Source: the OMol25 dataset
Level of theory: ωB97M-V/def2-TZVPD

Results
- Energy: -79324.413796 hartree
- Orbital gap: 4.225 eV
- Total charge: -1
- Lowest unoccupied orbital energy: 0.770 eV

Element x y z (Å)
O1 1.1710 3.1822 -1.2540
P1 1.4668 3.9200 -2.7768
O2 2.5933 3.0239 -3.7368
B1 1.9626 5.7741 -2.6356
Cl1 0.6661 6.7228 -1.6548
C1 3.4956 6.0495 -2.1222
C2 3.9024 5.2953 -0.7634
S1 5.7828 5.0652 -0.8151
C3 5.9213 3.6762 -2.0440
N1 5.9612 2.2857 -1.7125
N2 6.0195 1.6801 -2.9409
C4 6.0094 2.6643 -3.9914
O3 5.9582 3.9737 -3.4280
H1 0.5144 2.4586 -1.3259
H2 2.4080 3.2700 -4.6759
H3 1.8955 6.2171 -3.7516
H4 3.5641 7.1852 -1.8896
H5 4.2492 5.8526 -2.9600
H6 3.5910 5.8531 0.1899
H7 3.4920 4.2227 -0.6812
H8 6.0204 2.5001 -5.1140
C5 -0.5054 -0.5692 0.0709
Br1 -1.1876 0.7600 -1.1661
Br2 1.4129 -0.4174 0.3046
Br3 -1.4452 -0.5262 1.7688
H9 -0.6961 -1.5449 -0.3737
C6 2.9633 -2.3380 -2.6803
Br4 3.2139 -3.0825 -0.9051
Br5 1.0916 -2.3098 -3.1939
Br6 3.7744 -0.5878 -2.8475
H10 3.4762 -2.9988 -3.3770
C7 -1.4578 -5.4049 -3.6563
Br7 -2.3584 -7.0179 -3.0630
Br8 -0.9669 -5.4991 -5.5300
Br9 -2.4947 -3.8148 -3.2610
H11 -0.5314 -5.3300 -3.0883
C8 7.1624 -2.0909 0.8098
Br10 8.3762 -1.5963 2.2410
Br11 6.7827 -0.5958 -0.3631
Br12 7.8015 -3.6369 -0.1745
H12 6.2211 -2.3777 1.2759
C9 -3.9330 2.6167 2.2366
Br13 -2.1592 3.1520 1.6692
Br14 -4.5779 3.7015 3.7108
Br15 -5.1871 2.5932 0.7567
H13 -3.8550 1.5945 2.6038
C10 -4.2828 -5.0677 0.3284
Br16 -3.6271 -3.2897 0.7405
Br17 -3.1200 -6.4478 1.0391
Br18 -6.1207 -5.3081 0.9004
H14 -4.2708 -5.1683 -0.7563
C11 -3.7164 4.8285 7.7802
Br19 -3.4423 4.0189 9.5218
Br20 -5.5740 4.7415 7.2296
Br21 -3.0286 6.6405 7.7106
H15 -3.1439 4.2425 7.0628
C12 -1.0088 -5.3348 4.7951
Br22 0.2098 -4.8342 6.2191
Br23 -1.3792 -3.8479 3.6070
Br24 -0.3815 -6.8939 3.8254
H16 -1.9515 -5.6100 5.2648
C13 -9.5479 5.3964 5.7146
Br25 -8.2716 6.7547 5.1807
Br26 -8.9259 3.6129 5.2737
Br27 -10.0233 5.5515 7.5890
H17 -10.4564 5.5686 5.1400
C14 -1.2477 -10.6239 -5.4895
Br28 -0.0288 -10.1247 -4.0655
Br29 -1.6181 -9.1363 -6.6772
Br30 -0.6223 -12.1834 -6.4593
H18 -2.1908 -10.8982 -5.0199

Results of the Mulliken charge analysis, in e, for atoms 1 through 4: -0.09 -0.07 -0.52 0.41



Formula: C14H18BClN8O4RuS2
Source: the OMol25 dataset
Level of theory: ωB97M-V/def2-TZVPD

Results
- Energy: -2658.718253 hartree
- Orbital gap (alpha / beta): 6.819 / 6.820 eV
- Total charge: +2
- Energy above the lowest of the compared OMol25 structures with the same formula, charge and spin: 5.9382 eV
- Lowest unoccupied orbital energy (alpha / beta): -6.513 / -6.513 eV

Element x y z (Å)
Ru1 -0.9369 -0.0588 -0.0246
C1 2.5923 0.4656 -3.3891
N1 2.5978 -0.6381 -2.4345
C2 3.7096 -1.3477 -2.0446
C3 3.2740 -2.3035 -1.1892
N2 1.9108 -2.1943 -1.0749
B1 0.9901 -3.1147 -0.2010
N3 -0.0871 -1.5403 1.3739
C4 3.1894 -0.2819 2.0947
C5 4.1726 -0.9981 2.6304
N4 3.9682 -1.7925 3.8164
C6 4.8704 -1.6292 4.9833
C7 3.0156 -2.6307 3.8156
S1 1.8981 -3.6381 3.7659
C8 1.5193 -1.1691 -1.8379
S2 -0.1091 -0.6283 -2.0882
H1 3.5946 0.8802 -3.4428
H2 1.8958 1.2275 -3.0500
H3 2.2915 0.1136 -4.3736
H4 4.6895 -1.1278 -2.4290
H5 3.8148 -3.0823 -0.6810
H6 1.5701 -4.1367 0.0167
H7 -0.0871 -3.2122 -0.7104
H8 3.3424 0.3032 1.1950
H9 5.1768 -1.0138 2.2351
H10 5.8886 -1.8247 4.6547
H11 4.5847 -2.3383 5.7545
H12 4.7735 -0.6096 5.3473
N5 -4.7155 -1.2279 -0.9639
C9 -4.3963 -2.4372 -0.3857
C10 -3.1166 -2.3271 0.0600
N6 -2.6678 -1.0639 -0.2334
C11 -3.6501 -0.4241 -0.8557
C12 -3.3429 0.9179 -1.3012
N7 -2.1098 1.3404 -1.0612
C13 -2.0162 2.6127 -1.5622
C14 -3.2152 2.9544 -2.1090
N8 -4.0429 1.8693 -1.9366
H13 -5.5997 -1.0088 -1.3946
H14 -5.0965 -3.2522 -0.3484
H15 -2.4953 -3.0536 0.5519
H16 -1.1106 3.1889 -1.4965
H17 -3.5482 3.8532 -2.5962
H18 -5.0022 1.8186 -2.2404
O1 1.9915 -0.1882 2.7068
Cl1 0.5492 0.0496 1.6783
O2 0.8707 -2.4288 1.1784
O3 -0.2313 0.7677 2.6224
O4 1.1446 0.8255 0.5708

Results of the Mulliken charge analysis, in e, for atoms 1 through 4: 0.89 -0.86 0.17 -0.45



Formula: C14H18BrHfNO5S
Source: the OMol25 dataset
Level of theory: ωB97M-V/def2-TZVPD

Results
- Energy: -3995.030591 hartree
- Orbital gap: 8.561 eV
- Total charge: +2
- Energy above the lowest of the compared OMol25 structures with the same formula, charge and spin: 1.2850 eV
- Lowest unoccupied orbital energy: -7.265 eV

Element x y z (Å)
Hf1 -2.9636 13.8466 -0.5290
N1 -3.5749 13.6914 2.0112
C1 -3.2149 14.9166 2.7501
C2 -3.7613 16.1928 2.0639
C3 -3.3971 15.9176 0.6448
O1 -4.2920 15.3999 -0.1512
O2 -2.1525 15.7678 0.3600
H1 -4.5075 13.4014 2.2084
H2 -3.0179 12.8996 2.4686
H3 -2.1542 14.9269 2.7797
H4 -3.5262 14.9177 3.8106
H5 -3.2127 17.0612 2.4165
H6 -4.8347 16.3738 2.1162
O3 -2.5141 14.4920 -2.4114
S1 -2.8833 15.6523 -3.4455
C4 -1.8175 15.1029 -4.7640
C5 -2.6840 14.1785 -5.6548
C6 -3.9098 13.7528 -4.9086
C7 -4.3763 15.0374 -4.2247
H7 -0.9642 14.5578 -4.3183
H8 -1.3943 15.9966 -5.2241
H9 -2.0416 13.3533 -6.0070
H10 -2.9949 14.6866 -6.5918
H11 -3.7333 12.9559 -4.2495
H12 -4.7276 13.3708 -5.5733
H13 -5.1527 15.0749 -3.4284
H14 -4.6172 15.8444 -4.9708
Br1 0.8874 14.8579 -0.3223
C8 0.1386 13.1957 0.2458
C9 0.5402 12.5730 1.4210
C10 0.1479 11.2198 1.6213
C11 -0.8645 10.6302 0.8809
C12 -1.3707 11.3185 -0.2154
C13 -0.8019 12.5583 -0.6069
C14 -2.6578 10.9048 -0.8130
O4 -2.9443 9.8292 -1.2265
O5 -3.4336 12.0598 -0.9615
H15 1.2326 13.0929 2.0835
H16 0.6514 10.6442 2.3558
H17 -1.2828 9.7261 1.1745
H18 -0.9565 12.9707 -1.5805

Results of the Mulliken charge analysis, in e, for atoms 1 through 4: 1.96 -0.69 -0.62 -0.68



Formula: C14H18BrNO2
Source: the OMol25 dataset
Level of theory: ωB97M-V/def2-TZVPD

Results
- Structure (SMILES): C[C@H](NC(=O)c1ccc(Br)o1)[C@@H]1C[C@H]2CC[C@@H]1C2
- Energy: -3323.526911 hartree
- Orbital gap: 9.491 eV
- Total charge: 0
- Energy above the lowest of the compared OMol25 structures with the same formula, charge and spin: 0.0000 eV
- Lowest unoccupied orbital energy: 0.655 eV

Element x y z (Å)
C1 -0.9374 -2.7779 0.7262
C2 -0.4798 -1.7046 -0.2599
N1 0.7755 -1.1415 0.1915
C3 1.8724 -1.0584 -0.5944
O1 1.9179 -1.4580 -1.7391
C4 3.0320 -0.4150 0.0727
C5 3.1671 0.2774 1.2525
C6 4.5155 0.6831 1.3331
C7 5.0944 0.2045 0.1921
Br1 6.8489 0.3255 -0.4189
O2 4.2200 -0.4501 -0.5694
C8 -1.5578 -0.6254 -0.4731
C9 -1.2746 0.2848 -1.6884
C10 -1.4656 1.6948 -1.1247
C11 -2.9430 1.8809 -0.7549
C12 -3.0955 1.0345 0.5258
C13 -1.7109 0.3919 0.6750
C14 -0.8113 1.5533 0.2473
H1 -0.1529 -3.5178 0.8649
H2 -1.1773 -2.3398 1.6928
H3 -1.8224 -3.2814 0.3479
H4 -0.2648 -2.1695 -1.2286
H5 0.8107 -0.8145 1.1422
H6 2.4097 0.4915 1.9792
H7 4.9916 1.2437 2.1101
H8 -2.4992 -1.1626 -0.6136
H9 -1.9440 0.0788 -2.5222
H10 -0.2508 0.1503 -2.0379
H11 -1.0721 2.4790 -1.7692
H12 -3.6001 1.5405 -1.5541
H13 -3.1650 2.9306 -0.5627
H14 -3.8869 0.2905 0.4437
H15 -3.3172 1.6647 1.3881
H16 -1.5338 -0.0209 1.6677
H17 0.2454 1.3038 0.1828
H18 -0.9389 2.4336 0.8759

Results of the Mulliken charge analysis, in e, for atoms 1 through 4: -1.60 -0.81 -0.04 0.65



Formula: C14H18Cl27N2O6S2
Source: the OMol25 dataset
Level of theory: ωB97M-V/def2-TZVPD

Results
- Energy: -14326.705489 hartree
- Orbital gap: 8.389 eV
- Total charge: -1
- Lowest unoccupied orbital energy: 1.881 eV

Element x y z (Å)
N1 0.8385 5.3620 -3.4861
C1 0.7180 4.1442 -4.2890
O1 -0.3668 3.8368 -4.8463
C2 1.9796 3.1936 -4.5274
C3 1.7939 1.7369 -3.8825
S1 1.5514 1.8360 -2.0223
O2 0.0564 1.9682 -1.8216
O3 2.3139 3.0868 -1.6038
N2 2.2089 0.3909 -1.4161
S2 1.8497 0.1713 0.2303
O4 3.0582 -0.5214 0.8444
O5 0.6098 -0.6827 0.4790
C4 1.5923 1.7358 1.1805
C5 0.0350 2.1507 1.2759
O6 -0.2399 3.3589 1.0596
H1 -0.0874 5.8247 -3.5225
H2 0.9880 5.0171 -2.5197
H3 2.0219 3.0263 -5.6646
H4 2.9567 3.6974 -4.1981
H5 0.9026 1.1689 -4.3139
H6 2.7841 1.1970 -4.0241
H7 2.2387 2.6099 0.8609
H8 1.8955 1.4999 2.2672
H9 -0.7671 1.3612 1.4762
C6 -0.5219 -3.6654 -0.0825
Cl1 -0.7200 -4.3752 -1.6922
Cl2 -2.0836 -3.1485 0.5673
Cl3 0.2555 -4.8216 1.0115
H10 0.1208 -2.7882 -0.1693
C7 -2.1933 -0.5778 -3.9791
Cl4 -2.0264 0.2722 -5.5230
Cl5 -2.6780 -2.2614 -4.2449
Cl6 -0.6874 -0.4994 -3.0613
H11 -2.9718 -0.0856 -3.4007
C8 0.5013 -2.7155 3.7781
Cl7 -0.2244 -3.9299 4.8429
Cl8 -0.5316 -1.2861 3.6699
Cl9 2.1159 -2.2725 4.3490
H12 0.5962 -3.1452 2.7838
C9 -2.3135 2.1329 4.6463
Cl10 -1.3837 1.0600 5.7004
Cl11 -1.6280 2.1271 3.0110
Cl12 -4.0175 1.6532 4.6106
H13 -2.2512 3.1442 5.0440
C10 -7.0170 1.6480 1.6191
Cl13 -6.3079 3.2683 1.6010
Cl14 -5.7510 0.4139 1.5827
Cl15 -8.0511 1.4368 3.0406
H14 -7.6315 1.5334 0.7293
C11 -3.6897 6.0915 3.0321
Cl16 -4.3400 5.7254 1.4280
Cl17 -4.6433 5.2895 4.2892
Cl18 -1.9935 5.6078 3.1369
H15 -3.7511 7.1657 3.1893
C12 2.9901 -4.1517 -2.5471
Cl19 2.8665 -2.6249 -1.6724
Cl20 2.9159 -3.8875 -4.3008
Cl21 4.4807 -5.0049 -2.1143
H16 2.1460 -4.7720 -2.2593
C13 6.0293 -2.6052 5.7510
Cl22 5.3045 -3.8198 6.8138
Cl23 4.9976 -1.1736 5.6479
Cl24 7.6473 -2.1676 6.3196
H17 6.1208 -3.0329 4.7552
C14 -0.0760 -7.4750 -3.7832
Cl25 -0.0606 -8.4569 -5.2558
Cl26 1.0681 -6.1362 -3.9051
Cl27 -1.7017 -6.8560 -3.4600
H18 0.2246 -8.1048 -2.9489

Results of the Mulliken charge analysis, in e, for atoms 1 through 4: -0.60 0.42 -0.60 -0.46



What did the third record say?
Formula: C14H18BrHfNO5S
Source: the OMol25 dataset
Level of theory: ωB97M-V/def2-TZVPD

Results
- Energy: -3995.030591 hartree
- Orbital gap: 8.561 eV
- Total charge: +2
- Energy above the lowest of the compared OMol25 structures with the same formula, charge and spin: 1.2850 eV
- Lowest unoccupied orbital energy: -7.265 eV

Element x y z (Å)
Hf1 -2.9636 13.8466 -0.5290
N1 -3.5749 13.6914 2.0112
C1 -3.2149 14.9166 2.7501
C2 -3.7613 16.1928 2.0639
C3 -3.3971 15.9176 0.6448
O1 -4.2920 15.3999 -0.1512
O2 -2.1525 15.7678 0.3600
H1 -4.5075 13.4014 2.2084
H2 -3.0179 12.8996 2.4686
H3 -2.1542 14.9269 2.7797
H4 -3.5262 14.9177 3.8106
H5 -3.2127 17.0612 2.4165
H6 -4.8347 16.3738 2.1162
O3 -2.5141 14.4920 -2.4114
S1 -2.8833 15.6523 -3.4455
C4 -1.8175 15.1029 -4.7640
C5 -2.6840 14.1785 -5.6548
C6 -3.9098 13.7528 -4.9086
C7 -4.3763 15.0374 -4.2247
H7 -0.9642 14.5578 -4.3183
H8 -1.3943 15.9966 -5.2241
H9 -2.0416 13.3533 -6.0070
H10 -2.9949 14.6866 -6.5918
H11 -3.7333 12.9559 -4.2495
H12 -4.7276 13.3708 -5.5733
H13 -5.1527 15.0749 -3.4284
H14 -4.6172 15.8444 -4.9708
Br1 0.8874 14.8579 -0.3223
C8 0.1386 13.1957 0.2458
C9 0.5402 12.5730 1.4210
C10 0.1479 11.2198 1.6213
C11 -0.8645 10.6302 0.8809
C12 -1.3707 11.3185 -0.2154
C13 -0.8019 12.5583 -0.6069
C14 -2.6578 10.9048 -0.8130
O4 -2.9443 9.8292 -1.2265
O5 -3.4336 12.0598 -0.9615
H15 1.2326 13.0929 2.0835
H16 0.6514 10.6442 2.3558
H17 -1.2828 9.7261 1.1745
H18 -0.9565 12.9707 -1.5805

Results of the Mulliken charge analysis, in e, for atoms 1 through 4: 1.96 -0.69 -0.62 -0.68